1.
A 2-piece molecular cluster, C4H8O3 overall, computed with ωB97M-V/def2-TZVPD.

Geometry (Å):
C 1.912 -1.519 1.051
C 0.875 -0.496 1.413
C -0.338 -0.462 0.867
O -1.293 0.436 1.236
H 2.866 -1.046 0.790
H 2.108 -2.206 1.884
H 1.593 -2.123 0.194
H 1.116 0.237 2.181
H -0.629 -1.181 0.096
H -1.956 0.476 0.529
O -2.202 0.910 -1.386
C -1.125 1.344 -1.727
O -0.939 2.168 -2.754
H -0.173 1.110 -1.235
H -1.813 2.352 -3.140

E   -382.914943 Eh
Spin multiplicity   1
SMILES string   C/C=C/O.O=CO

Atom charges from the Löwdin analysis, given in e for atoms 1 to 8: C -0.12; C -0.16; C -0.26; O -0.02; H 0.07; H 0.07; H 0.07; H 0.11

2.
One molecule with the formula C4H8O3 in a non-equilibrium geometry, computed with ωB97M-V/def2-TZVPD.

Geometry (Å):
C 2.377 0.035 0.347
O 1.003 0.227 0.707
C 0.102 -0.682 0.321
O 0.325 -1.815 -0.041
C -1.274 -0.056 0.319
C -1.301 1.016 -0.773
O -2.238 -1.047 0.130
H 2.692 -0.820 0.932
H 2.881 0.953 0.668
H 2.577 -0.141 -0.733
H -1.396 0.439 1.294
H -0.571 1.785 -0.422
H -2.331 1.395 -0.828
H -1.111 0.539 -1.766
H -1.736 -1.828 -0.156

E   -382.928030 Eh
Spin multiplicity   1
SMILES string   COC(=O)[C@@H](C)O

Atom charges from the Löwdin analysis, given in e for atoms 1 to 8: C -0.03; O -0.05; C -0.47; O 0.13; C -0.38; C -0.02; O -0.01; H 0.09

3.
A 2-piece molecular cluster, C4H8O3 overall in a non-equilibrium geometry, computed with ωB97M-V/def2-TZVPD.

Geometry (Å):
O -1.330 -0.615 -1.900
C -0.626 0.311 -1.633
C 0.460 0.347 -0.552
C 0.163 1.242 0.696
C -1.146 0.861 1.386
O -2.086 0.569 0.700
H -0.645 1.246 -2.247
H 0.800 -0.661 -0.338
H 1.378 0.724 -1.045
H -0.138 2.213 0.258
H 1.001 1.346 1.358
H -1.146 1.202 2.454
O 1.158 -3.210 0.152
H 1.357 -2.408 -0.332
H 0.799 -3.167 1.044

E   -382.874050 Eh
Spin multiplicity   1
SMILES string   O=CCCC=O.O

Atom charges from the Löwdin analysis, given in e for atoms 1 to 8: O 0.07; C -0.28; C -0.14; C -0.13; C -0.25; O 0.07; H 0.13; H 0.07

Result set for energy above the lowest of the compared OMol25 structures with the same formula, charge and spin: 130.9, 96.6, 238.3 kJ/mol, one per record in the order listed.